## one
One molecule with the formula C4H4O2S. Source: OMol25; level of theory: ωB97M-V/def2-TZVPD.

The geometry in ORCA input format:
```
! RIJCOSX wB97M-V def2-TZVPD def2/J DEFGRID3
* xyz 0 1
C -0.9337 -1.5893 0.1911
H 2.0109 -0.4911 -0.9358
H -0.7289 -2.1202 1.2470
C 1.1086 0.2043 -0.8293
O 1.2906 1.4518 -0.5872
S -0.9377 1.1624 0.7220
C -0.3232 -0.2748 0.1248
C 0.4656 2.2018 0.1758
O 0.5568 3.3318 0.4556
H -1.9878 -1.5930 0.1317
H -0.5212 -2.2836 -0.6956
*
```

Computed properties:
Highest occupied orbital energy (alpha / beta)   -7.55 / -7.98 eV
Lowest unoccupied orbital energy (alpha / beta)   0.061 / 0.137 eV
SMILES   Cc1coc(=O)s1
Gap between HOMO and LUMO (alpha / beta)   7.6 / 8.1 eV

Mulliken analysis output, partial charges in e: C -0.91; H 0.28; H 0.24; C -0.35; O -0.25; S -0.16; C 0.43; C 0.58; O -0.44; H 0.33; H 0.25



## two
One molecule with the formula C4H4O2S. Source: OMol25; level of theory: ωB97M-V/def2-TZVPD.

The geometry in ORCA input format:
```
! RIJCOSX wB97M-V def2-TZVPD def2/J DEFGRID3
* xyz 0 1
H 1.6695 -1.8502 -0.1418
C -0.0325 0.4933 -1.9390
C 1.2415 -0.2006 -1.3034
C -0.4333 0.5401 1.6096
H 2.1944 -0.4939 -1.5972
O -1.0891 0.5007 -1.4252
C 1.0006 -0.9370 -0.2435
H -1.1795 0.5707 2.4962
O 0.1644 1.5974 1.5633
H 0.1200 1.1730 -2.8750
S -0.3790 -0.9724 0.7669
*
```

Computed properties:
Highest occupied orbital energy   -9.16 eV
Lowest unoccupied orbital energy   -0.383 eV
SMILES   O=C/C=C\SC=O
Gap between HOMO and LUMO   8.8 eV

Mulliken analysis output, partial charges in e: H 0.30; C 0.10; C -0.44; C 0.11; H 0.36; O -0.39; C -0.08; H 0.32; O -0.46; H 0.29; S -0.12



## three
A 3-piece molecular cluster, C4H4O2S overall. Source: OMol25; level of theory: ωB97M-V/def2-TZVPD.

The geometry in ORCA input format:
```
! RIJCOSX wB97M-V def2-TZVPD def2/J DEFGRID3
* xyz 0 1
H -0.1310 1.5192 -1.4813
C 1.6290 0.4547 1.1319
H 1.5177 -0.6694 -0.7890
C 1.6330 -0.0992 0.0553
O 0.1846 -2.4367 1.8371
S -0.1689 -2.1190 0.4916
H -3.3226 2.0230 -0.7333
H 1.6133 0.8277 2.1324
C -2.2387 1.8050 -0.9001
C -1.1159 1.6839 -1.2404
O 0.3996 -2.9891 -0.5041
*
```

Computed properties:
Highest occupied orbital energy   -10.92 eV
Lowest unoccupied orbital energy   -0.877 eV
Gap between HOMO and LUMO   10.0 eV

Mulliken analysis output, partial charges in e: H 0.49; C -0.18; H 0.55; C -0.72; O -0.39; S 0.75; H 0.34; H 0.38; C -0.48; C -0.33; O -0.41



Most stable pick: two. Distance to second place: 72.0 kJ/mol.



## one
A 3-piece molecular cluster, C2H11NO3 overall. Source: OMol25; level of theory: ωB97M-V/def2-TZVPD.

The geometry in ORCA input format:
```
! RIJCOSX wB97M-V def2-TZVPD def2/J DEFGRID3
* xyz 0 1
C -2.0007 -0.1201 -0.7169
O -0.0203 1.2235 2.1194
O 0.7833 -1.0436 0.5093
H 1.1061 -1.1855 -1.4531
C 0.2360 -1.2215 -0.8087
H 0.2259 -0.4407 1.0311
H -2.5853 0.5281 -1.3671
H 0.1420 1.5772 2.9983
O 3.1099 0.4730 0.1587
H -2.4620 -1.1179 -0.7479
H 2.5914 1.0649 -0.4033
H -0.2810 0.6413 -1.6132
N -0.6496 -0.2110 -1.2377
H 2.4335 -0.1740 0.4375
H -2.0787 0.1557 0.3466
H -0.2147 1.9831 1.5630
H -0.3356 -2.1326 -0.8159
*
```

Computed properties:
Highest occupied orbital energy   -9.11 eV
Lowest unoccupied orbital energy   0.371 eV
SMILES   CNCO.O.O
Gap between HOMO and LUMO   9.5 eV

Mulliken analysis output, partial charges in e: C -0.79; O -0.60; O -0.56; H 0.39; C -0.48; H 0.33; H 0.35; H 0.28; O -0.65; H 0.25; H 0.26; H 0.20; N -0.24; H 0.46; H 0.24; H 0.30; H 0.25



## two
A 3-piece molecular cluster, C2H11NO3 overall. Source: OMol25; level of theory: ωB97M-V/def2-TZVPD.

The geometry in ORCA input format:
```
! RIJCOSX wB97M-V def2-TZVPD def2/J DEFGRID3
* xyz 0 1
H 1.7348 -2.1697 -0.2355
O -0.3994 -1.0666 -2.3622
H 1.3252 1.1897 -1.1835
H 0.3254 2.0396 1.1976
H -1.1738 -0.9014 1.7806
O 1.9297 -2.0212 0.6901
H 0.8625 0.4428 0.7485
H -1.8672 1.6748 0.8060
H 2.6070 -2.5856 1.0811
H -1.6212 0.1663 -0.1053
H -0.2969 -0.7520 -3.2762
N 0.4230 1.5927 -0.9354
C -1.2582 0.7707 0.7368
C 0.1899 1.2508 0.4606
H -0.4380 -0.2342 -1.8771
H 0.4954 2.5619 -1.2320
O -1.3581 0.0236 1.9142
*
```

Computed properties:
Highest occupied orbital energy   -9.45 eV
Lowest unoccupied orbital energy   0.712 eV
SMILES   NCCO.O.O
Gap between HOMO and LUMO   10.2 eV

Mulliken analysis output, partial charges in e: H 0.32; O -0.67; H 0.25; H 0.29; H 0.29; O -0.62; H 0.23; H 0.25; H 0.30; H 0.25; H 0.30; N -0.56; C -0.43; C -0.25; H 0.35; H 0.20; O -0.51



Most stable pick: one. Distance to second place: 8.1 kJ/mol.



## one
A 2-piece molecular cluster, C3H7O2P overall. Source: OMol25; level of theory: ωB97M-V/def2-TZVPD.

The geometry in ORCA input format:
```
! RIJCOSX wB97M-V def2-TZVPD def2/J DEFGRID3
* xyz 0 1
H -1.6378 2.3589 -1.3940
C -1.6504 1.2547 -1.2179
H -0.2191 -1.2372 -0.3634
O 3.9826 0.4862 0.3976
C -0.2318 0.6833 -1.3208
H 0.2612 -1.3344 2.9859
C 0.2853 -0.3724 -0.7793
H -2.2412 0.8617 -2.0280
H -2.2443 0.9644 -0.3712
P 2.8024 -0.2928 0.6632
O 1.6368 -0.6113 -0.6266
H 0.1258 -0.6067 3.0635
H 0.4075 1.2110 -2.0921
*
```

Computed properties:
Highest occupied orbital energy   -9.10 eV
Lowest unoccupied orbital energy   -0.504 eV
SMILES   C/C=C/OP=O.[H][H]
Gap between HOMO and LUMO   8.6 eV

Mulliken analysis output, partial charges in e: H 0.28; C -1.08; H 0.36; O -0.37; C 0.01; H 0.00; C -0.20; H 0.29; H 0.34; P 0.48; O -0.37; H 0.00; H 0.25



## two
One molecule with the formula C3H7O2P. Source: OMol25; level of theory: ωB97M-V/def2-TZVPD.

The geometry in ORCA input format:
```
! RIJCOSX wB97M-V def2-TZVPD def2/J DEFGRID3
* xyz 0 1
H -1.7673 0.8086 0.4740
H -2.6885 -0.7258 1.2461
O 2.1504 1.8834 -0.4279
C -0.9071 -1.1468 0.2586
O 1.9238 1.0709 1.7039
C -1.9392 -0.3059 0.6536
H 1.7513 1.8655 -1.3837
C 1.2975 1.2542 0.4980
P 0.5888 -0.3904 -0.5796
H 1.0463 -1.5030 -1.1906
H -0.1353 0.1441 -1.6718
H 2.9012 1.0200 1.6611
H -1.0457 -2.2501 0.3860
*
```

Computed properties:
Highest occupied orbital energy   -6.97 eV
Lowest unoccupied orbital energy   0.522 eV
SMILES   C=C[PH2]=C(O)O
Gap between HOMO and LUMO   7.5 eV

Mulliken analysis output, partial charges in e: H 0.22; H 0.30; O -0.50; C -0.14; O -0.37; C -0.63; H 0.32; C 0.09; P 0.00; H 0.04; H 0.08; H 0.29; H 0.30



## three
One molecule with the formula C3H7O2P. Source: OMol25; level of theory: ωB97M-V/def2-TZVPD.

The geometry in ORCA input format:
```
! RIJCOSX wB97M-V def2-TZVPD def2/J DEFGRID3
* xyz 0 1
H 0.1546 -2.0585 -0.5462
P 0.3410 -0.0196 0.6645
C -1.1458 1.6183 -0.7367
O -0.8033 1.1698 0.4696
H -1.6093 2.6194 -0.6480
O -1.0707 1.0041 -1.7524
H -0.0519 -2.3314 1.2112
C -0.3088 -1.6875 0.3668
H 1.9140 1.3347 -0.3922
C 1.5335 0.3182 -0.4721
H 2.3262 -0.4160 -0.4801
H 0.1125 0.1098 2.0673
H -1.3920 -1.6612 0.2483
*
```

Computed properties:
Highest occupied orbital energy   -8.12 eV
Lowest unoccupied orbital energy   0.920 eV
SMILES   C=[P@H](C)OC=O
Gap between HOMO and LUMO   9.0 eV

Mulliken analysis output, partial charges in e: H 0.34; P 0.78; C 0.10; O -0.34; H 0.35; O -0.40; H 0.37; C -1.03; H 0.25; C -0.98; H 0.31; H -0.04; H 0.30



Most stable pick: three. Distance to second place: 48.3 kJ/mol.



## one
One molecule with the formula C20H21N3O3S. Source: OMol25; level of theory: ωB97M-V/def2-TZVPD.

The geometry in ORCA input format:
```
! RIJCOSX wB97M-V def2-TZVPD def2/J DEFGRID3
* xyz 0 1
C 1.8276 -2.8142 3.0172
C 0.0222 -1.5142 2.0974
C 0.9689 -3.9175 3.1449
N 0.4163 0.8823 1.5957
C -1.1330 3.3653 -1.7957
H -0.9993 -4.6533 2.8487
C -2.2404 -0.6837 -0.3514
C 0.1795 -0.2742 -0.8406
C -1.6020 2.2166 -1.1897
H -3.0523 0.7709 -3.8747
C -0.8226 -2.6057 2.2269
H -1.8480 -2.5267 1.9035
H 4.9782 -2.3617 3.7358
C -1.3377 3.6024 -3.1505
C -0.8384 -0.3956 0.0284
H 2.0191 -0.7848 2.4101
C 1.3502 -1.6252 2.4967
C -2.2734 1.2553 -1.9400
C 0.1552 -0.5949 -2.2981
C -0.5232 -0.2209 1.5053
C -0.3513 -3.7984 2.7453
H -3.6561 -0.2521 -1.7032
N 1.3975 0.1922 -0.3669
S 2.8148 1.8569 1.0823
H -0.7463 -1.1382 -2.5610
C -2.5085 1.4986 -3.2898
H 3.7238 -1.1201 3.9715
O -2.9296 -1.5293 0.1853
H 4.1723 -1.6366 2.3229
H 0.2050 0.3169 -2.8939
H -2.2340 2.8280 -4.9329
H -0.6050 4.0970 -1.2019
H -1.5110 5.6878 -3.5630
H 0.5123 1.3593 2.4796
H -0.7778 4.7554 -4.8680
H 0.1477 5.1220 -3.4034
O 3.1193 -3.0328 3.4414
N -2.7545 0.0683 -1.3701
H 2.3620 -4.9703 3.8768
C -2.0455 2.6580 -3.8828
H 2.1752 0.2721 -1.0065
H 1.0181 -1.2127 -2.5453
H -1.4357 0.0561 2.0443
C 1.4855 0.9298 0.7772
C -0.8362 4.8614 -3.7876
O 1.4280 -5.0893 3.6559
C 4.0360 -1.9694 3.3563
H -1.4527 2.0690 -0.1320
*
```

Computed properties:
Highest occupied orbital energy   -7.97 eV
Lowest unoccupied orbital energy   0.486 eV
SMILES   COc1cc([C@H]2NC(=S)NC(C)=C2C(=O)Nc2ccc(C)cc2)ccc1O
Gap between HOMO and LUMO   8.5 eV

Mulliken analysis output, partial charges in e: C 1.10; C -0.44; C 0.32; N -0.04; C -0.89; H 0.41; C -0.38; C 1.13; C -0.05; H 0.41; C -0.87; H 0.49; H 0.25; C 0.84; C -0.22; H 0.51; C -0.28; C 0.21; C -1.80; C 0.51; C -0.94; H 0.29; N 0.13; S -0.32; H 0.35; C -0.48; H 0.33; O -0.69; H 0.33; H 0.32; H 0.36; H 0.43; H 0.30; H 0.33; H 0.36; H 0.37; O -0.55; N -0.01; H 0.35; C -0.83; H 0.37; H 0.54; H 0.64; C -0.76; C -1.44; O -0.63; C -0.83; H 0.47



## two
One molecule with the formula C20H21N3O3S. Source: OMol25; level of theory: ωB97M-V/def2-TZVPD.

The geometry in ORCA input format:
```
! RIJCOSX wB97M-V def2-TZVPD def2/J DEFGRID3
* xyz 0 1
H -4.0128 -1.2934 1.9575
N 0.4449 0.1139 -0.4116
H -2.5319 -0.5999 2.6165
H 6.0484 -2.3918 1.4161
C -1.1814 2.5329 -0.5418
H -2.8290 1.4136 -1.3420
C 4.4837 -0.8999 -0.2041
N -3.6718 -2.5801 -0.5722
C 0.5754 4.1726 -0.5185
C 3.8605 -0.6256 -1.4248
H 0.5408 2.4646 -1.8057
C -2.9742 -1.0484 1.7215
H -4.9772 -3.6824 -1.7800
C -4.0811 -3.0664 -1.8694
H 7.5102 -1.7495 0.6271
H -1.7966 4.9356 1.7593
C -0.0757 4.8663 0.4872
H -2.7786 2.8731 0.8413
H 1.8281 -0.4443 1.8342
C -1.8329 3.2355 0.4647
S -0.4133 -1.7344 1.3491
H 2.0462 -0.0944 -2.4158
H -1.2159 0.8844 -1.9191
H -4.3174 -1.9717 -0.0970
C 1.7638 -0.2624 -0.3005
C 3.7371 -0.8320 0.9663
N -1.7834 0.2141 -0.0307
H 4.4542 -0.6744 -2.3239
C -1.7837 1.2565 -1.0659
H -4.2847 -2.2311 -2.5412
C -2.4612 -2.8716 -0.0569
O -3.9917 0.5523 0.2847
H 1.5169 4.5356 -0.9035
O 5.8097 -1.2066 -0.2708
H -2.2238 -3.0598 2.0659
C 6.4872 -1.5195 0.9211
H 4.1893 -1.0194 1.9275
H 6.4932 -0.6725 1.6153
C -2.1607 -2.2624 1.3202
C 2.3904 -0.5206 0.9155
C -0.5407 -0.3526 0.2194
H 0.3552 5.7720 0.8881
C 0.0264 3.0100 -1.0301
C -2.9688 -0.0198 0.6078
O -1.6514 -3.5760 -0.6165
C -1.2822 4.3962 0.9775
C 2.5268 -0.2992 -1.4718
H -3.2664 -3.6671 -2.2700
*
```

Computed properties:
Highest occupied orbital energy   -7.76 eV
Lowest unoccupied orbital energy   0.478 eV
SMILES   CNC(=O)[C@@H]1CC(=O)N(Cc2ccccc2)/C(=N/c2ccc(OC)cc2)S1
Gap between HOMO and LUMO   8.2 eV

Mulliken analysis output, partial charges in e: H 0.38; N -0.02; H 0.37; H 0.33; C 0.65; H 0.61; C 0.91; N -0.11; C -0.72; C -0.57; H 0.32; C -1.41; H 0.31; C -0.99; H 0.24; H 0.39; C -0.38; H 0.42; H 0.56; C -0.25; S -0.12; H 0.46; H 0.49; H 0.22; C -0.61; C -0.45; N 0.36; H 0.41; C -1.70; H 0.32; C 0.27; O -0.64; H 0.38; O -0.46; H 0.43; C -0.83; H 0.38; H 0.33; C 0.43; C -0.29; C 0.16; H 0.38; C -0.09; C 0.73; O -0.65; C -0.74; C -0.56; H 0.36



Most stable pick: one. Distance to second place: 48.8 kJ/mol.



## one
One molecule with the formula C17H18N4O4S2. Source: OMol25; level of theory: ωB97M-V/def2-TZVPD.

The geometry in ORCA input format:
```
! RIJCOSX wB97M-V def2-TZVPD def2/J DEFGRID3
* xyz 0 1
C -1.2838 2.7523 -4.4573
C -0.1273 2.5103 -3.4914
H -1.3333 1.1124 -2.3286
C -1.7598 -4.4850 5.7676
H -0.1536 -0.5324 -2.8029
H 1.2217 -2.5214 -3.0384
C 0.6570 3.7957 -3.2451
N 1.2407 0.2384 3.1518
H 4.1411 -0.8341 -0.4225
C 0.7827 -0.5842 -2.2721
H -1.2361 2.7431 -1.6507
C 3.1959 -0.7750 -0.9408
C 1.1977 0.4713 -1.4590
O -2.1309 -1.7309 2.1906
H 2.7889 1.1840 -0.2070
H -3.5688 -5.6426 5.3784
H -1.2961 -4.8624 6.6580
N 1.5266 1.2169 2.3101
H 0.5471 1.7607 -3.9210
H -1.9799 3.4748 -4.0377
O -0.4778 3.3918 0.2484
H -0.9109 3.1419 -5.4012
N 0.3958 1.5952 -1.2557
C 2.4258 0.3653 -0.8042
H -1.8238 1.8292 -4.6570
O -1.1578 -3.4634 5.1514
C -1.5139 -2.0688 3.1802
C -2.8951 -4.8567 5.1073
S -0.6565 0.2218 1.4152
H 3.3752 -2.7138 -1.8395
H 1.4452 3.6318 -2.5135
O 1.9532 3.2251 0.0019
H -3.7575 -3.9771 3.2450
H -0.0030 4.5705 -2.8605
N -0.3534 -1.4297 3.5594
C 0.6716 1.3524 1.3619
S 0.6827 2.5785 0.0609
C 2.7707 -1.8258 -1.7355
H 1.1088 4.1500 -4.1688
C -1.9102 -3.1558 4.0648
C -0.6680 1.9653 -2.1627
C -2.9974 -3.9945 3.9981
H 0.1551 -1.7219 4.3835
C 0.1464 -0.3869 2.8438
C 1.5651 -1.7164 -2.4051
*
```

Computed properties:
Highest occupied orbital energy   -8.55 eV
Lowest unoccupied orbital energy   -0.249 eV
SMILES   CC(C)CN(c1ccccc1)S(=O)(=O)c1nnc(NC(=O)c2ccco2)s1
Gap between HOMO and LUMO   8.3 eV

Mulliken analysis output, partial charges in e: C -1.67; C 1.14; H 0.35; C -0.41; H 0.33; H 0.38; C -1.44; N -0.57; H 0.42; C -0.39; H 0.66; C -0.87; C 0.53; O -0.74; H 0.59; H 0.45; H 0.47; N -0.30; H 0.29; H 0.36; O -0.74; H 0.41; N 0.27; C -0.18; H 0.41; O -0.36; C 0.61; C -0.43; S 0.00; H 0.40; H 0.33; O -0.59; H 0.51; H 0.32; N -0.01; C 0.34; S 1.50; C -0.54; H 0.43; C 0.28; C -1.71; C -0.48; H 0.26; C 0.19; C -0.80



## two
One molecule with the formula C17H18N4O4S2. Source: OMol25; level of theory: ωB97M-V/def2-TZVPD.

The geometry in ORCA input format:
```
! RIJCOSX wB97M-V def2-TZVPD def2/J DEFGRID3
* xyz 0 1
C -1.6409 2.2626 -3.3189
O 0.9645 1.7152 4.6101
H -1.6913 -0.0171 1.4875
H 2.1676 2.5778 5.9548
H 0.8078 -3.9660 0.4732
C 0.4400 -2.7314 -1.2882
O -1.8853 -0.0714 -3.3644
O 1.1196 -3.7914 2.6794
C -0.8230 -0.1814 2.1041
H -2.2816 -1.8574 -1.7443
H -3.2491 1.8585 -4.6811
C -0.4681 0.7950 2.9979
H -1.8143 -3.3603 0.0445
C -0.0688 -1.3602 1.9495
N -0.2087 0.8024 -2.0782
S -0.8498 3.6827 -2.7051
C 1.4016 -0.5041 3.7147
C -1.5878 -1.4606 -0.9969
C -1.8747 4.6938 -3.6309
C -1.2811 0.8943 -2.9480
H 2.0340 0.8120 6.1438
C -2.6431 2.5995 -4.1926
H 1.3802 -2.7379 -1.8399
C 2.1138 1.6303 5.4217
C -2.7730 3.9874 -4.3701
H -1.0528 1.6967 3.0877
N 1.6962 -2.7650 3.0016
H -2.4079 -1.9755 0.9588
C 1.0142 -1.5232 2.8375
H 0.3759 1.6261 -1.9884
C 0.7195 -2.9036 0.2162
H -1.7501 5.7572 -3.5728
N -0.3452 -2.2749 0.9704
H -3.4994 4.4442 -5.0173
S 2.1221 -0.2905 -1.6915
O 2.7985 -2.7476 3.5208
H 3.0183 1.4984 4.8207
N -0.2355 -1.4747 -1.5132
H 2.2602 -0.6973 4.3378
H -1.8727 -0.4298 -0.7828
H -0.2030 -3.5271 -1.6703
C -1.6151 -2.3135 0.2925
C 0.6786 0.6678 3.7961
C 0.4750 -0.3658 -1.7541
H 1.6644 -2.4099 0.4571
*
```

Computed properties:
Highest occupied orbital energy   -7.87 eV
Lowest unoccupied orbital energy   -0.202 eV
SMILES   COc1ccc(N2CCN(C(=S)NC(=O)c3cccs3)CC2)c([N+](=O)[O-])c1
Gap between HOMO and LUMO   7.7 eV

Mulliken analysis output, partial charges in e: C 0.27; O -0.46; H 0.34; H 0.24; H 0.33; C -1.43; O -0.63; O -0.59; C -0.30; H 0.29; H 0.46; C -1.13; H 0.44; C 1.28; N -0.09; S -0.19; C -0.37; C -0.57; C -0.37; C 0.44; H 0.33; C -0.51; H 0.52; C -0.84; C -0.44; H 0.44; N 1.06; H 0.48; C -0.83; H 0.34; C -0.70; H 0.44; N 0.22; H 0.41; S -0.36; O -0.66; H 0.34; N 0.16; H 0.64; H 0.46; H 0.43; C -1.38; C 0.60; C 0.35; H 0.56



Most stable pick: one. Distance to second place: 157.2 kJ/mol.